[1]
C29H41MnN2OP2 | ωB97M-V/def2-TZVPD

```
76
Properties=species:S:1:pos:R:3:forces:R:3:lowdin_spin:R:1
Mn -0.1527 0.8843 -0.0489 -0.320 -0.366 -1.197 4.542
C -3.6506 1.3594 0.7630 0.073 -0.079 0.060 0.005
C -2.9599 1.3164 2.1243 0.315 0.096 -0.300 0.016
C -2.6899 2.7324 2.6306 0.020 -0.125 0.028 0.004
P -1.3296 0.4502 1.8780 -1.845 -1.048 2.151 0.058
C -0.6136 0.2416 3.5925 0.313 0.195 -0.357 0.010
C 0.3365 1.4061 3.8703 -0.097 -0.009 0.005 0.006
C 0.1403 -1.0847 3.6557 -0.138 0.012 -0.013 0.000
C -1.8111 -1.2596 1.3950 0.340 0.249 -0.416 0.013
C -2.8889 -1.9099 1.9701 -0.002 -0.107 -0.054 0.001
C -3.2839 -3.1613 1.5256 -0.178 -0.004 0.100 0.005
C -2.6539 -3.7110 0.4212 -0.099 0.018 0.082 0.001
C -1.5747 -3.0856 -0.1683 0.125 0.174 -0.062 0.004
C -1.0574 -1.8848 0.3572 -0.366 -0.146 0.319 0.011
N 0.0470 -1.2091 -0.1002 -0.194 0.868 0.294 0.070
C 1.1278 -1.7207 -0.7560 0.530 -0.015 -0.418 0.009
C 1.3559 -3.0798 -1.0411 -0.083 0.064 0.126 0.004
C 2.3822 -3.4685 -1.8771 0.061 0.208 -0.021 0.001
C 3.2624 -2.5353 -2.4063 0.213 -0.015 0.020 0.004
C 3.1921 -1.2241 -1.9651 -0.062 -0.219 -0.119 0.002
C 2.1551 -0.8026 -1.1483 -0.573 0.205 0.150 0.014
P 2.1871 0.8078 -0.2586 2.251 -0.342 -0.861 0.051
C 3.7670 0.5256 0.7093 -0.374 0.149 0.324 0.013
C 3.6856 -0.7651 1.5206 -0.012 -0.001 -0.215 0.001
C 4.0876 1.6971 1.6316 0.035 0.028 -0.169 0.001
C 2.6475 2.2514 -1.3815 -0.374 -0.166 0.293 0.011
C 3.2497 1.9306 -2.7407 -0.029 0.003 0.126 0.002
C 1.3638 3.0725 -1.5387 -0.029 -0.058 0.189 0.022
H -4.5677 1.9408 0.8101 -0.106 0.084 0.035 0.000
H -3.8988 0.3568 0.4189 -0.007 -0.039 -0.117 0.000
H -2.9839 1.8308 0.0334 -0.135 -0.001 -0.077 0.004
H -3.5815 0.7820 2.8484 0.146 -0.073 -0.039 0.001
H -1.9525 3.2271 1.9911 -0.043 0.096 0.061 0.003
H -2.3196 2.7259 3.6527 0.060 0.070 0.065 0.000
H -3.6058 3.3210 2.6152 -0.050 0.035 -0.024 0.000
H -1.4336 0.2443 4.3190 -0.033 0.011 -0.159 0.001
H 1.0705 1.4789 3.0641 0.099 0.033 0.073 0.004
H 0.8617 1.2491 4.8104 0.073 0.000 0.057 0.000
H -0.1892 2.3547 3.9371 0.026 0.125 -0.034 0.000
H 0.8029 -1.1764 2.7940 0.081 -0.116 -0.013 0.000
H -0.5439 -1.9286 3.6527 0.028 -0.092 -0.058 0.000
H 0.7402 -1.1382 4.5616 0.067 0.048 0.088 0.000
H -3.4235 -1.4394 2.7817 -0.101 0.032 0.117 0.000
H -4.0945 -3.6831 2.0108 -0.091 -0.001 0.005 0.000
H -3.0129 -4.6393 0.0038 -0.037 -0.129 -0.018 0.000
H -1.1592 -3.5103 -1.0704 0.142 -0.047 0.084 0.000
H 0.7418 -3.8324 -0.5751 -0.098 -0.045 -0.097 0.000
H 2.5018 -4.5130 -2.1166 0.012 -0.156 -0.021 0.000
H 4.0326 -2.8399 -3.0971 0.122 -0.023 -0.003 0.000
H 3.9607 -0.5276 -2.2565 0.110 0.053 -0.063 0.000
H 4.5517 0.4284 -0.0514 -0.139 0.017 -0.020 0.001
H 2.9216 -0.6816 2.2917 -0.056 -0.003 0.100 0.000
H 4.6394 -0.9517 2.0108 0.066 0.010 0.057 0.000
H 3.4540 -1.6237 0.8938 0.000 -0.070 0.021 0.000
H 3.3232 1.8064 2.3991 -0.056 0.000 0.098 0.000
H 4.1705 2.6423 1.0991 0.034 0.073 0.015 0.000
H 5.0392 1.5120 2.1268 0.054 0.035 0.073 0.000
H 3.3637 2.8466 -0.8028 -0.096 -0.148 -0.011 0.000
H 2.6657 1.1741 -3.2599 -0.009 -0.074 -0.071 0.000
H 4.2794 1.5944 -2.6523 0.075 -0.087 -0.077 0.000
H 3.2448 2.8286 -3.3538 0.072 0.133 -0.075 0.001
H 0.6820 2.5789 -2.2362 -0.030 0.059 0.042 0.001
H 1.5787 4.0692 -1.9149 -0.025 0.130 -0.070 0.001
H 0.8525 3.1831 -0.5628 0.100 0.178 -0.333 0.013
O -1.2556 1.1595 -1.7972 0.603 0.917 0.707 0.064
N -1.9959 0.6103 -2.7034 -0.697 -0.790 -0.715 0.002
C -2.2352 -0.7177 -2.6786 0.172 -0.053 0.269 0.007
C -2.9996 -1.3245 -3.6447 -0.215 0.201 -0.375 -0.001
C -3.5489 -0.5629 -4.6678 0.199 0.171 0.315 0.007
C -3.3101 0.8074 -4.6682 -0.084 -0.407 -0.065 -0.001
C -2.5354 1.3709 -3.6823 0.130 0.126 0.146 0.007
H -1.7966 -1.2576 -1.8535 0.090 0.118 0.001 0.000
H -3.1645 -2.3894 -3.5944 0.029 -0.054 0.075 0.000
H -4.1514 -1.0230 -5.4317 -0.082 -0.031 -0.130 0.000
H -3.7231 1.4382 -5.4390 0.003 0.107 -0.009 0.000
H -2.3171 2.4254 -3.6303 0.094 0.008 0.105 0.000
```
Forces are in eV/Å.

Calculated values
<S²>: 8.7616
HOMO-LUMO gap (spin up / spin down), eV: 6.72 / 6.59
Multiplicity: 6
HOMO level (spin up / spin down), eV: -9.43 / -9.47
Molar mass, g mol⁻¹: 550.55
Total charge: +1
Relative energy (zero: lowest compared OMol25 entry of this formula, charge and spin), kJ/mol: 104.3

[2]
C5H8N3O | ωB97M-V/def2-TZVPD

```
17
Properties=species:S:1:pos:R:3:forces:R:3:nbo_charge:R:1
C 0.7203 0.5441 -0.0997 0.841 2.880 2.313 0.101
C -2.4564 0.7775 -0.1246 1.079 -2.016 1.429 0.921
C 0.5864 -0.6171 -0.8948 0.840 -0.699 1.386 -0.305
C -1.2712 -1.2985 0.8208 -4.093 -0.372 -0.686 -0.057
C 2.1425 2.5527 0.2689 0.550 -2.358 0.616 -0.171
N 1.6138 1.3702 0.1425 -0.948 0.999 -0.926 -0.247
N -2.0281 -0.3457 0.0208 0.202 -0.450 0.520 -0.638
N -0.1801 -1.7314 -0.0190 3.217 1.281 -0.961 -0.498
O -2.9121 1.8095 -0.2844 -0.650 1.519 -0.572 -0.431
H 0.0242 -0.2946 -1.7282 -1.158 -0.206 -0.917 0.279
H 1.5222 -0.9964 -1.2573 0.415 -1.206 -0.026 0.238
H -0.8957 -1.1061 1.8395 -0.282 0.861 -0.630 0.246
H -2.0115 -2.1912 0.9042 1.518 1.229 0.146 0.251
H 2.8646 2.7742 1.0382 0.025 -0.503 0.335 0.215
H 2.1521 3.2479 -0.5204 -0.865 0.687 -0.992 0.215
H -0.3851 -2.3809 -0.7381 -0.847 -1.363 -0.435 0.441
H 0.5139 -2.1141 0.6318 0.155 -0.282 -0.599 0.441
```
Forces are in eV/Å.

Calculated values
HOMO-LUMO gap, eV: 8.13
HOMO level, eV: -11.87
Molar mass, g mol⁻¹: 126.14
Total charge: +1
Relative energy (zero: lowest compared OMol25 entry of this formula, charge and spin), kJ/mol: 420.9

[3]
C4H10N5O2 | ωB97M-V/def2-TZVPD

```
21
Properties=species:S:1:pos:R:3:forces:R:3:nbo_charge:R:1
C 0.6873 -0.3153 -1.6993 1.508 -3.006 2.728 0.701
C 0.9758 -1.2258 -0.4731 -1.201 1.575 0.300 -0.557
C 0.5088 1.4589 -0.0932 0.958 0.604 2.904 0.366
C -0.2757 -1.1557 0.4134 2.673 0.478 2.875 0.346
N 0.3322 -1.8998 2.0477 -0.486 1.157 -1.657 0.208
N 0.6422 0.9597 -1.3267 -1.514 2.771 -4.884 -0.647
N -0.1771 2.5907 -0.0842 0.418 3.019 4.231 -0.795
N -1.4179 -1.6930 -0.0248 -2.908 -3.621 -2.279 -0.863
N -0.4875 0.2619 0.8745 1.682 -0.858 -1.172 -0.673
O 0.5261 -0.7859 -2.7695 -0.431 0.229 -1.765 -0.511
O 0.6213 -1.0093 2.7535 0.058 -0.450 0.433 -0.265
H 1.1475 -2.1527 -0.9140 0.179 -1.869 -0.255 0.272
H 1.8340 -0.9196 0.1281 0.062 0.106 -0.177 0.239
H 1.4520 1.6552 0.5391 -1.362 -1.396 -0.572 0.230
H 0.2228 1.5819 -2.1102 1.074 -1.231 1.671 0.432
H -0.9072 2.8909 -0.6415 -1.587 -0.050 -1.743 0.410
H -0.2222 3.0770 0.8554 0.345 -0.620 -1.807 0.410
H -1.5567 -2.6990 -0.4438 1.384 2.750 0.941 0.448
H -2.2811 -1.5284 0.4596 -0.026 0.397 0.548 0.399
H -0.1930 0.3928 1.8772 -0.468 -0.388 -0.717 0.433
H -1.4317 0.5156 0.6318 -0.357 0.403 0.397 0.418
```
Forces are in eV/Å.

Calculated values
HOMO-LUMO gap (spin up / spin down), eV: 8.14 / 8.14
HOMO level (spin up / spin down), eV: -12.09 / -12.09
Molar mass, g mol⁻¹: 160.16
Total charge: +1
Relative energy (zero: lowest compared OMol25 entry of this formula, charge and spin), kJ/mol: 446.1